This record from the Open Molecules 2025 dataset describes 2 unconnected molecules or ions with the total composition C5H11O2 in a non-equilibrium geometry. The level of theory is the ωB97M-V functional and the def2-TZVPD basis.

The HOMO energy is -3.78 eV. For the max |F|, the calculation gives 1.1 eV/Å. The calculation puts the energy relative to the best compared isomer or geometry (same formula, charge and spin) at 0.278 eV. As for the HOMO-LUMO gap: 7.19 eV. The calculation puts the total energy at -9459.7516 eV.

Geometry as ORCA input:
```
! RIJCOSX wB97M-V def2-TZVPD def2/J DEFGRID3
* xyz -1 1
C -1.151 -2.129 0.120
C 0.143 -2.936 0.249
C -1.120 -0.800 0.828
H -1.344 -1.992 -0.952
H -1.985 -2.732 0.467
H 0.507 -2.924 1.286
H 0.930 -2.522 -0.392
H -0.701 -0.858 1.829
H -0.520 -0.007 0.368
H -0.017 -3.964 -0.067
H -2.111 -0.365 0.959
C 0.540 3.013 -1.116
C 1.682 3.128 -0.056
O 2.766 3.559 -0.518
O 1.421 2.698 1.085
H 0.735 3.708 -1.935
H -0.461 3.139 -0.688
H 0.687 1.986 -1.465
*
```